(1)
Molecular formula: C6H14N3O8P
Method: DFT, the ωB97M-V functional and the def2-TZVPD basis

The LUMO energy is -0.09 eV. As for the structure (SMILES): CN(CON=O)C(=O)OP(N)O.COC(=O)OC. The highest occupied orbital energy is -9.8799 eV.

The geometry in ORCA input format:
```
! RIJCOSX wB97M-V def2-TZVPD def2/J DEFGRID3
* xyz 0 1
C 0.458 0.552 0.332
N -0.374 1.716 0.659
C -1.307 2.035 -0.418
O -2.647 2.079 0.064
N -3.079 3.470 0.182
O -3.301 3.753 1.277
C 0.444 2.850 0.963
O 0.419 3.438 2.015
O 1.252 3.216 -0.051
P 2.193 4.629 0.241
N 3.253 4.422 -1.069
O 3.219 4.050 1.359
H -0.171 -0.273 -0.007
H 0.992 0.198 1.217
H 1.210 0.750 -0.442
H -1.073 2.996 -0.890
H -1.284 1.262 -1.188
H 3.677 3.496 -1.020
H 2.694 4.418 -1.921
H 2.978 4.388 2.232
C -2.095 -2.985 0.945
O -1.303 -3.223 -0.222
C -0.796 -4.453 -0.299
O -0.953 -5.332 0.505
O -0.083 -4.538 -1.422
C 0.524 -5.817 -1.635
H -2.436 -1.955 0.875
H -2.954 -3.651 0.981
H -1.498 -3.108 1.847
H -0.235 -6.593 -1.708
H 1.215 -6.052 -0.828
H 1.063 -5.737 -2.574
*
```



(2)
Molecular formula: C4H7N3S
Method: DFT, the ωB97M-V functional and the def2-TZVPD basis

The value obtained for the energy above the lowest of the compared OMol25 structures with the same formula, charge and spin is 70.9 kcal per mole. The LUMO energy is -0.41 eV. As for the structure (SMILES): C=CN(N)/C=N/C=S. The highest occupied orbital energy is -8.4679 eV.

The geometry in ORCA input format:
```
! RIJCOSX wB97M-V def2-TZVPD def2/J DEFGRID3
* xyz 0 1
C 2.855 -0.084 -0.232
C 3.172 -1.321 0.140
C 0.435 -0.344 -0.044
C -1.858 -0.561 0.037
H 0.712 2.165 -0.463
H 1.067 1.851 1.072
H 3.564 0.682 -0.642
H 4.198 -1.603 -0.007
H 2.500 -1.991 0.648
H 0.570 -1.414 -0.177
H -1.672 -1.645 0.019
N 1.443 1.801 0.136
N 1.549 0.414 -0.095
N -0.718 0.180 0.053
S -3.405 -0.060 -0.032
*
```



(3)
Molecular formula: C24H26Br2MnN3O3Si
Method: DFT, the ωB97M-V functional and the def2-TZVPD basis

The value obtained for the energy above the lowest of the compared OMol25 structures with the same formula, charge and spin is 13.1 kcal per mole. The LUMO energy (alpha / beta) is 0.10 / 0.11 eV. The highest occupied orbital energy (alpha / beta) is -7.6715 / -7.6722 eV.

The geometry in ORCA input format:
```
! RIJCOSX wB97M-V def2-TZVPD def2/J DEFGRID3
* xyz 0 5
Mn 1.097 -0.206 -0.135
Br 3.620 -0.159 -0.878
C 3.760 1.766 -0.598
C 4.986 2.358 -0.721
C 5.081 3.753 -0.637
C 3.944 4.501 -0.501
C 2.675 3.898 -0.369
C 1.497 4.661 -0.249
C 0.290 4.042 -0.068
C 0.218 2.648 0.057
C 1.321 1.818 -0.084
C 2.565 2.475 -0.353
H 5.864 1.757 -0.892
H 6.054 4.218 -0.705
H 4.007 5.579 -0.485
H 1.563 5.739 -0.295
H -0.618 4.624 0.021
H -0.746 2.211 0.295
C -5.024 -0.493 -0.360
N -3.597 -0.364 -0.491
C -2.896 -0.114 -1.731
C -1.451 -0.079 -1.236
O -0.443 0.094 -1.901
N -1.447 -0.260 0.103
C -2.693 -0.466 0.504
N -3.011 -0.704 1.774
H -5.485 -0.280 -1.321
H -5.406 0.217 0.379
H -5.301 -1.507 -0.060
H -3.167 0.842 -2.188
H -3.066 -0.915 -2.456
H -3.924 -1.047 2.018
H -2.237 -0.913 2.390
Br -1.270 -3.656 0.886
C -1.639 -3.484 -0.976
C -2.928 -3.761 -1.404
C -3.245 -3.634 -2.746
C -2.272 -3.243 -3.654
C -0.988 -2.976 -3.218
C -0.655 -3.093 -1.873
C 0.752 -2.679 -1.461
O 1.687 -2.934 -2.201
O 0.799 -2.048 -0.358
H -3.673 -4.074 -0.687
H -4.250 -3.849 -3.080
H -2.511 -3.146 -4.702
H -0.214 -2.663 -3.903
C 2.682 1.128 2.965
Si 1.508 -0.253 2.224
C 0.005 -0.236 3.482
C 2.428 -1.897 2.736
H 2.889 0.911 4.008
H 2.226 2.110 2.911
H 3.633 1.181 2.443
H -0.499 -1.200 3.503
H 0.389 -0.057 4.481
H -0.717 0.546 3.266
H 2.680 -1.878 3.792
H 3.349 -2.040 2.177
H 1.804 -2.768 2.562
*
```



(4)
Molecular formula: C4H10OS
Method: DFT, the ωB97M-V functional and the def2-TZVPD basis

The value obtained for the energy above the lowest of the compared OMol25 structures with the same formula, charge and spin is 39.7 kcal per mole. The LUMO energy is 0.79 eV. As for the structure (SMILES): OCCCCS. The highest occupied orbital energy is -9.0363 eV.

The geometry in ORCA input format:
```
! RIJCOSX wB97M-V def2-TZVPD def2/J DEFGRID3
* xyz 0 1
C -1.668 0.127 1.483
O -1.660 1.629 1.436
C -0.423 -0.766 1.588
C 0.770 -0.286 0.623
C 0.323 0.161 -0.820
S 1.336 -0.503 -2.214
H -2.408 -0.108 2.141
H -2.214 0.003 0.482
H -1.218 1.770 2.275
H -0.785 -1.536 0.959
H -0.177 -0.945 2.628
H 1.363 -1.231 0.642
H 1.368 0.495 1.054
H -0.748 -0.060 -0.828
H 0.241 1.241 -1.040
H 2.466 -0.031 -1.618
*
```



(5)
Molecular formula: C31H56BN6O2Rh
Method: DFT, the ωB97M-V functional and the def2-TZVPD basis

The value obtained for the energy above the lowest of the compared OMol25 structures with the same formula, charge and spin is 0.0 kcal per mole. The LUMO energy (alpha / beta) is -4.53 / -9.20 eV. The highest occupied orbital energy (alpha / beta) is -14.0779 / -13.9550 eV.

The geometry in ORCA input format:
```
! RIJCOSX wB97M-V def2-TZVPD def2/J DEFGRID3
* xyz 2 5
Rh 0.063 0.212 0.350
C 0.904 -4.391 0.494
C 0.996 -3.277 -0.553
C 2.021 -2.217 -0.166
C -0.354 -2.726 -0.897
C -1.363 -3.403 -1.585
C -2.352 -2.473 -1.835
C -3.673 -2.785 -2.473
C -3.886 -2.152 -3.845
C -4.818 -2.502 -1.503
N -1.957 -1.286 -1.301
N -0.755 -1.477 -0.675
B -2.416 0.153 -1.635
N -2.950 0.805 -0.281
N -2.035 0.847 0.765
C -2.650 1.315 1.856
C -3.965 1.586 1.528
C -4.118 1.239 0.119
C -5.435 1.445 -0.545
C -5.724 0.868 -1.916
C -5.736 2.964 -0.531
C -1.966 1.510 3.169
C -1.800 3.002 3.457
C -2.744 0.817 4.287
N -1.265 1.034 -2.198
N -0.005 0.910 -1.667
C 0.877 1.408 -2.542
C 0.183 1.936 -3.621
C -1.158 1.691 -3.382
C -2.270 2.233 -4.234
C -3.054 3.281 -3.438
C -3.169 1.207 -4.915
C 2.362 1.275 -2.370
C 3.094 1.579 -3.674
C 2.894 2.143 -1.237
H 1.889 -4.811 0.687
H 0.255 -5.198 0.163
H 0.508 -4.009 1.432
H 1.343 -3.736 -1.486
H 1.913 -1.912 0.872
H 1.960 -1.325 -0.818
H 3.028 -2.618 -0.285
H -1.370 -4.432 -1.888
H -3.638 -3.870 -2.624
H -4.043 -1.080 -3.774
H -4.765 -2.586 -4.315
H -3.033 -2.331 -4.496
H -4.864 -1.440 -1.250
H -4.695 -3.062 -0.580
H -5.769 -2.787 -1.947
H -3.324 0.126 -2.381
H -4.745 1.965 2.160
H -6.136 0.994 0.176
H -5.116 1.329 -2.689
H -6.766 1.083 -2.148
H -5.593 -0.212 -1.957
H -5.100 3.483 -1.246
H -5.604 3.423 0.443
H -6.773 3.104 -0.827
H -0.982 1.050 3.078
H -2.771 3.490 3.532
H -1.231 3.501 2.675
H -1.288 3.146 4.407
H -3.710 1.292 4.446
H -2.193 0.892 5.223
H -2.913 -0.236 4.072
H 0.590 2.425 -4.485
H -1.739 2.761 -5.035
H -3.406 2.861 -2.494
H -3.916 3.628 -4.004
H -2.431 4.142 -3.204
H -3.874 0.754 -4.224
H -2.588 0.414 -5.381
H -3.747 1.701 -5.692
H 2.551 0.226 -2.112
H 2.992 2.630 -3.941
H 2.719 0.977 -4.498
H 4.155 1.371 -3.560
H 2.709 3.198 -1.439
H 3.966 2.002 -1.126
H 2.416 1.884 -0.292
C -0.264 -1.760 3.161
O 0.457 -0.718 2.504
C 1.360 -0.031 3.368
C 2.140 0.950 2.519
O 1.191 1.704 1.751
C 1.414 3.120 1.751
H 0.419 -2.559 3.458
H -0.994 -2.140 2.450
H -0.774 -1.367 4.044
H 2.034 -0.741 3.858
H 0.785 0.495 4.139
H 2.815 0.433 1.829
H 2.733 1.611 3.155
H 1.292 3.508 2.764
H 0.671 3.559 1.087
H 2.415 3.351 1.380
*
```



(6)
Molecular formula: C18H19Cl2GeIN2OPt
Method: DFT, the ωB97M-V functional and the def2-TZVPD basis

The LUMO energy (alpha / beta) is -6.93 / -8.82 eV. The highest occupied orbital energy (alpha / beta) is -14.4638 / -14.4755 eV.

The geometry in ORCA input format:
```
! RIJCOSX wB97M-V def2-TZVPD def2/J DEFGRID3
* xyz 2 5
Pt -0.224 -0.866 -0.174
Cl 0.155 -0.512 4.954
C 1.423 -0.711 3.855
C 2.735 -0.803 4.288
C 3.771 -0.966 3.385
Cl 5.358 -1.079 3.962
C 3.528 -1.042 1.965
C 4.532 -1.212 0.998
C 4.184 -1.279 -0.329
C 2.840 -1.173 -0.688
N 1.881 -1.002 0.212
C 2.208 -0.943 1.523
C 1.102 -0.788 2.458
O -0.084 -0.732 2.045
H 2.951 -0.749 5.347
H 5.567 -1.294 1.303
H 4.930 -1.417 -1.098
H 2.535 -1.234 -1.724
C -2.086 -2.370 -3.102
Ge -2.734 -0.847 -2.098
C -4.646 -0.830 -1.714
C -2.072 0.854 -2.750
C -2.211 -1.319 -0.083
H -2.471 -2.295 -4.121
H -2.441 -3.302 -2.667
H -0.998 -2.389 -3.156
H -5.153 -0.683 -2.671
H -4.905 -0.011 -1.046
H -4.963 -1.777 -1.284
H -2.611 1.075 -3.674
H -1.011 0.814 -2.990
H -2.264 1.661 -2.044
H -2.490 -2.373 -0.081
H -2.794 -0.759 0.646
I -2.381 4.174 2.270
C -1.100 3.313 0.887
C -0.315 4.082 0.037
C 0.528 3.448 -0.863
C 0.556 2.068 -0.897
N -0.208 1.334 -0.081
C -1.016 1.932 0.799
H -0.358 5.162 0.079
H 1.154 4.017 -1.535
H 1.193 1.533 -1.590
H -1.596 1.289 1.448
*
```



(7)
Molecular formula: C29H54BrNO5P
Method: DFT, the ωB97M-V functional and the def2-TZVPD basis

The LUMO energy is 2.02 eV. The highest occupied orbital energy is -4.9692 eV.

The geometry in ORCA input format:
```
! RIJCOSX wB97M-V def2-TZVPD def2/J DEFGRID3
* xyz -1 1
O -2.021 2.200 1.795
C -2.186 1.568 2.816
C -1.894 2.170 4.148
P -0.941 1.122 5.467
Br 0.345 -0.050 7.148
C -2.557 0.446 6.245
C -3.281 1.213 7.133
C -4.461 0.686 7.629
C -4.857 -0.572 7.228
N -4.173 -1.356 6.393
C -3.040 -0.812 5.937
C -2.729 0.184 2.667
C -1.883 -0.898 2.415
C -2.373 -2.185 2.245
C -3.747 -2.403 2.325
C -4.609 -1.335 2.554
C -4.099 -0.050 2.723
H -1.293 3.049 3.940
H -2.845 2.474 4.584
H -1.018 2.245 6.386
H 0.317 1.633 4.963
H -0.825 -0.054 4.661
H -2.929 2.193 7.424
H -5.071 1.238 8.328
H -5.789 -0.969 7.610
H -2.451 -1.426 5.266
H -0.825 -0.689 2.369
H -1.686 -2.995 2.067
H -4.134 -3.403 2.201
H -5.669 -1.518 2.607
H -4.801 0.748 2.917
C 0.231 0.112 -1.046
C 1.237 -0.941 -0.620
O 0.684 -2.235 -0.448
C 0.096 -2.805 -1.598
C 1.066 -3.005 -2.752
H -0.632 0.110 -0.378
H 0.691 1.100 -1.026
H -0.136 -0.065 -2.061
H 1.650 -0.671 0.352
H 2.081 -0.976 -1.320
H -0.770 -2.214 -1.920
H -0.289 -3.774 -1.275
H 1.396 -2.053 -3.172
H 0.590 -3.572 -3.554
H 1.953 -3.546 -2.424
C 4.145 -7.231 -4.497
C 2.968 -6.272 -4.426
O 3.338 -4.908 -4.449
C 4.014 -4.467 -5.609
C 3.198 -4.604 -6.885
H 4.886 -6.979 -3.737
H 3.807 -8.254 -4.334
H 4.640 -7.196 -5.469
H 2.444 -6.410 -3.479
H 2.245 -6.490 -5.221
H 4.979 -4.977 -5.712
H 4.232 -3.414 -5.430
H 3.040 -5.649 -7.157
H 3.714 -4.120 -7.715
H 2.219 -4.139 -6.761
C 5.346 1.033 -1.810
C 4.242 2.039 -2.098
O 3.305 2.173 -1.051
C 3.813 2.630 0.190
C 4.423 4.020 0.127
H 4.919 0.080 -1.497
H 5.951 0.873 -2.704
H 6.011 1.376 -1.016
H 3.664 1.704 -2.960
H 4.668 3.014 -2.363
H 4.530 1.910 0.601
H 2.957 2.640 0.864
H 5.345 4.035 -0.459
H 4.665 4.367 1.132
H 3.725 4.722 -0.329
C -4.351 4.203 -2.727
C -3.077 5.014 -2.897
O -2.847 5.945 -1.860
C -2.696 5.382 -0.562
C -1.528 4.424 -0.430
H -5.203 4.863 -2.557
H -4.540 3.607 -3.622
H -4.285 3.518 -1.881
H -3.143 5.609 -3.810
H -2.214 4.349 -3.015
H -3.626 4.893 -0.249
H -2.550 6.233 0.103
H -1.686 3.509 -1.001
H -1.395 4.134 0.609
H -0.610 4.892 -0.793
*
```



(8)
Molecular formula: C3H9S2
Method: DFT, the ωB97M-V functional and the def2-TZVPD basis

The value obtained for the energy above the lowest of the compared OMol25 structures with the same formula, charge and spin is 13.8 kcal per mole. The LUMO energy is 3.60 eV. The highest occupied orbital energy is -2.6660 eV.

The geometry in ORCA input format:
```
! RIJCOSX wB97M-V def2-TZVPD def2/J DEFGRID3
* xyz -1 1
C 1.801 -1.657 0.449
S 1.471 -0.713 1.915
H 1.280 -1.136 -0.391
H 2.905 -1.636 0.270
H 1.486 -2.711 0.572
H 0.198 -0.425 1.529
C -1.653 1.778 -2.256
C -0.847 1.520 -0.997
S -1.172 -0.128 -0.414
H -2.708 1.613 -2.031
H -1.325 1.104 -3.062
H -1.510 2.839 -2.684
H -1.153 2.268 -0.211
H 0.230 1.685 -1.184
*
```



(9)
Molecular formula: CH6N5O3
Method: DFT, the ωB97M-V functional and the def2-TZVPD basis

The value obtained for the energy above the lowest of the compared OMol25 structures with the same formula, charge and spin is 0.3 kcal per mole. The LUMO energy is -3.96 eV. As for the structure (SMILES): N/C(=N/[NH3+])N(O)[N+](=O)[O-]. The highest occupied orbital energy is -14.5431 eV.

The geometry in ORCA input format:
```
! RIJCOSX wB97M-V def2-TZVPD def2/J DEFGRID3
* xyz 1 1
C 0.332 -0.887 -0.031
N 1.550 -0.528 -0.040
N -0.213 -2.078 0.068
N -0.867 0.238 -0.306
N -2.283 0.112 -0.149
N 2.167 0.780 0.147
O -2.626 -1.040 -0.213
O -2.940 1.067 0.008
O -0.389 1.525 0.130
H 0.304 -2.863 0.218
H -1.190 -2.033 -0.173
H 2.828 0.673 0.966
H 2.559 1.173 -0.790
H 1.606 1.534 0.391
H -0.837 2.326 -0.227
*
```



(10)
Molecular formula: C42H40BrCeIN4O6S2Sb2
Method: DFT, the ωB97M-V functional and the def2-TZVPD basis

The LUMO energy is 3.29 eV. The highest occupied orbital energy is -2.5778 eV.

The geometry in ORCA input format:
```
! RIJCOSX wB97M-V def2-TZVPD def2/J DEFGRID3
* xyz -2 1
Ce 2.101 -0.108 1.233
C -2.052 0.233 0.597
Sb -2.765 -1.194 -0.807
C -2.078 -2.979 0.110
C -4.839 -1.345 -0.110
C -5.431 -2.544 -0.659
C -5.808 -3.540 0.144
C -6.414 -4.679 -0.307
C -6.523 -4.859 -1.668
C -6.118 -3.859 -2.557
C -5.547 -2.715 -2.064
C -5.383 -1.561 -2.966
Sb -4.371 -1.922 -4.834
C -2.944 -3.454 -4.488
C -3.042 -0.301 -4.755
H -2.548 0.311 1.570
H -1.972 1.119 0.043
H -1.046 -0.093 0.941
H -1.097 -3.308 -0.299
H -2.912 -3.685 0.110
H -1.895 -2.854 1.175
H -5.268 -0.456 -0.496
H -4.908 -1.252 0.967
H -5.771 -3.392 1.245
H -6.619 -5.553 0.393
H -7.014 -5.807 -2.088
H -6.227 -3.962 -3.652
H -4.870 -0.710 -2.514
H -6.369 -1.120 -3.182
H -2.416 -3.332 -3.530
H -2.316 -3.379 -5.424
H -3.425 -4.441 -4.539
H -2.045 -0.589 -4.450
H -3.317 0.449 -4.040
H -3.037 0.239 -5.650
C 1.152 -0.415 3.040
C 0.451 -0.394 4.379
C -0.777 0.276 4.652
C -1.369 0.333 5.935
C -0.665 -0.137 7.085
C 0.573 -0.656 6.844
C 1.106 -0.795 5.528
H -1.425 0.705 3.883
H -2.223 0.950 5.989
H -1.021 -0.083 8.148
H 1.085 -0.968 7.736
H 2.161 -1.229 5.437
O -2.409 8.048 0.043
S -1.637 8.965 -0.768
O -1.795 8.780 -2.189
O -1.610 10.372 -0.427
C 0.080 8.304 -0.617
N 1.102 9.021 -1.132
C 2.330 8.480 -1.152
C 2.517 7.139 -0.803
C 1.438 6.458 -0.289
N 0.212 7.041 -0.211
C 1.507 5.054 0.197
C 0.351 4.354 0.377
C 0.452 3.078 0.886
N 1.562 2.542 1.265
C 2.676 3.205 0.976
C 2.663 4.422 0.456
H 3.155 9.048 -1.572
H 3.498 6.676 -0.919
H -0.605 4.813 0.243
H -0.421 2.547 1.210
H 3.578 2.738 1.328
H 3.653 4.928 0.391
Br 4.895 -3.879 3.952
C 4.176 -5.105 2.759
C 4.944 -6.210 2.371
C 4.582 -7.136 1.415
C 3.368 -6.873 0.832
C 2.588 -5.797 1.139
C 3.014 -4.806 2.048
I 1.977 -3.039 2.317
H 5.903 -6.226 2.914
H 5.256 -7.951 1.127
H 3.098 -7.633 0.135
H 1.686 -5.738 0.651
O 6.134 2.098 -2.081
C 5.006 2.384 -2.630
O 4.778 3.471 -3.143
C 3.991 1.353 -2.560
C 2.711 1.787 -2.342
C 1.661 0.873 -2.011
C 1.984 -0.478 -1.835
S 0.831 -1.569 -1.118
C 3.297 -0.875 -2.178
C 4.319 0.006 -2.440
H 6.099 1.421 -1.430
H 2.578 2.834 -2.351
H 0.582 1.174 -1.992
H 3.526 -1.932 -2.245
H 5.304 -0.399 -2.628
O 6.526 0.303 -0.046
C 5.573 0.395 0.680
N 4.550 0.591 1.285
*
```